Molecular formula: C3H38N3O14
Method: DFT, ωB97M-V/def2-TZVPD

Calculated values
2S+1: 1
molecular weight: 340.3 g/mol
HOMO-LUMO gap: 10.77 eV
total charge: +1

Geometry as XYZ:
```
58
Properties=species:S:1:pos:R:3:forces:R:3:lowdin_charge:R:1
O 1.3122 1.8780 -2.7871 -0.533 0.006 -0.146 -0.07
O 1.0806 -4.2966 1.2201 -0.668 0.059 -0.160 -0.04
O 1.8980 2.9670 1.8886 0.935 -0.579 0.031 -0.07
O -3.2509 0.6696 -2.9171 0.793 0.136 -0.257 -0.05
O -0.7959 3.7810 2.6637 0.295 -0.103 0.623 -0.07
O 1.5309 -3.2371 -2.2254 0.132 -0.335 0.144 -0.04
O -2.4835 3.2400 0.5338 -0.340 0.814 0.636 -0.07
O -0.7943 1.8195 -4.4635 -0.685 -0.509 0.558 -0.04
O -2.9864 -2.1514 -1.8317 -0.143 0.465 -0.722 -0.04
O -1.4648 -3.6207 0.6884 -0.318 0.222 0.115 -0.06
O 3.6746 0.6654 2.6672 0.225 0.485 0.019 -0.04
O 1.5203 -1.5113 2.7584 0.539 -0.047 0.335 -0.05
O 2.5535 1.0747 -0.5055 0.293 -0.341 0.902 -0.04
O 2.2048 -1.6523 -0.1510 0.293 0.051 0.150 -0.09
N -0.6926 1.3967 -0.4926 -0.178 0.598 -0.747 0.23
N -0.0825 -0.5719 -1.4708 -0.537 -0.309 -0.726 0.22
N -1.0427 -0.6020 0.6218 -0.860 -0.260 -0.837 0.09
C -0.6883 0.0636 -0.4633 1.119 0.761 0.706 -0.44
C -0.7295 0.5031 2.7727 -0.773 0.369 -0.857 -0.06
C -1.7767 -0.0403 1.7585 1.402 -0.341 1.080 -0.15
H -2.0429 4.0334 0.8865 0.495 -0.170 -0.355 0.05
H 0.1796 0.6541 2.1943 0.202 0.326 0.368 0.06
H 0.1856 -0.0931 -2.3124 0.104 0.261 0.127 0.10
H -0.8420 4.1209 3.5654 -0.217 0.200 -0.101 0.06
H 0.0687 3.3318 2.6715 0.049 0.183 -0.577 0.01
H -1.0515 2.0821 0.1772 -0.532 -0.861 0.294 0.09
H 2.0103 -1.6327 1.9350 -0.365 -0.293 -0.178 0.00
H 1.8701 -4.1427 0.6987 0.375 -0.182 0.395 0.04
H -2.3305 -2.1325 -1.1335 -0.287 -0.333 0.336 -0.01
H 1.0479 -3.7323 -1.5509 -0.129 -0.052 -0.068 0.05
H 1.6407 1.1098 -0.8080 0.044 0.492 -0.395 0.00
H -1.1059 -4.4706 0.4113 0.033 0.063 -0.264 0.05
H 0.2548 -1.5184 -1.4226 -0.164 -0.056 0.327 0.09
H -3.1324 3.1757 1.2495 -0.193 -0.527 -0.277 0.06
H -2.4271 0.8002 1.5185 -0.128 -0.482 -0.621 0.11
H 2.3855 -0.6924 -0.2746 0.182 -0.426 -0.094 0.01
H -1.1358 1.4671 3.0598 0.421 0.055 0.631 0.06
H -0.5037 -0.1386 3.6166 -0.186 0.000 0.116 0.08
H -3.7774 -2.6034 -1.5277 0.210 -0.175 0.355 0.06
H 3.4331 -0.0072 2.0279 -0.064 -0.081 0.068 0.01
H 1.8447 2.5611 -3.2084 0.053 -0.012 0.011 0.07
H -0.6379 1.8185 -1.4073 0.255 -0.045 -0.027 0.10
H -1.6386 2.2788 -4.5661 0.208 0.375 -0.214 0.07
H 0.4634 1.9248 -3.2838 0.524 0.300 -0.243 -0.01
H -3.6738 -0.1532 -2.6428 -0.065 0.123 0.113 0.02
H 3.8291 0.2113 3.5003 -0.104 -0.138 -0.055 0.05
H -2.3182 -0.8745 2.1978 -0.417 0.178 -0.147 0.12
H 2.4295 -2.1062 -0.9859 -0.173 0.433 0.409 0.02
H -1.1311 1.0238 -4.0156 -0.024 -0.134 -0.365 0.04
H 2.5287 2.5946 2.5292 -0.405 0.135 0.475 0.04
H 3.1089 1.3220 -1.2481 -0.157 0.043 -0.198 0.07
H -1.0862 -3.5560 1.5734 0.040 0.066 0.017 0.04
H -0.9686 -1.6047 0.5305 -0.078 -0.272 0.235 0.10
H 2.2660 -3.8223 -2.4472 -0.066 0.020 -0.305 0.08
H 2.3602 2.5880 1.1219 -0.642 0.208 -0.458 0.02
H 1.1768 -5.0576 1.7984 0.597 -0.051 -0.126 0.07
H 0.5959 -1.4778 2.5195 -0.009 -0.053 -0.240 -0.01
H -3.8144 1.4299 -2.7636 -0.377 -0.260 0.184 0.05
```
Forces are in eV/Å.



Molecular formula: C3H3AlLiO3
Method: DFT, ωB97M-V/def2-TZVPD

Calculated values
2S+1: 1
molecular weight: 121.0 g/mol
relative energy (zero: lowest compared OMol25 entry of this formula, charge and spin): 290.3 kJ/mol
HOMO-LUMO gap (alpha / beta): 9.50 / 6.91 eV
total charge: +3

Geometry as XYZ:
```
11
Properties=species:S:1:pos:R:3:forces:R:3:lowdin_charge:R:1
Al -1.0469 -3.6252 -0.7256 -6.710 -13.119 -6.257 1.40
O 0.4424 -0.6003 0.7705 0.235 -1.218 -0.485 0.18
O -0.4012 -2.4912 -0.1111 5.705 8.264 5.333 0.13
O -0.9216 -0.4705 -0.9363 0.199 -2.119 0.279 0.22
C -0.3153 -1.2836 -0.1540 0.496 6.731 0.786 -0.36
C -0.5759 0.8784 -0.5376 0.846 0.817 0.046 0.00
C 0.4020 0.7097 0.5591 -1.033 0.243 0.169 0.06
Li 1.3564 2.1243 1.9601 -0.171 0.438 0.782 0.78
H 2.6787 1.9428 0.7739 0.659 -0.023 -0.490 0.17
H -0.1334 1.4129 -1.3923 -0.204 -0.033 -0.102 0.20
H -1.4853 1.4027 -0.2066 -0.022 0.018 -0.061 0.20
```
Forces are in eV/Å.



What did the second record say?
Molecular formula: C3H3AlLiO3
Method: DFT, ωB97M-V/def2-TZVPD

Calculated values
2S+1: 1
molecular weight: 121.0 g/mol
relative energy (zero: lowest compared OMol25 entry of this formula, charge and spin): 290.3 kJ/mol
HOMO-LUMO gap (alpha / beta): 9.50 / 6.91 eV
total charge: +3

Geometry as XYZ:
```
11
Properties=species:S:1:pos:R:3:forces:R:3:lowdin_charge:R:1
Al -1.0469 -3.6252 -0.7256 -6.710 -13.119 -6.257 1.40
O 0.4424 -0.6003 0.7705 0.235 -1.218 -0.485 0.18
O -0.4012 -2.4912 -0.1111 5.705 8.264 5.333 0.13
O -0.9216 -0.4705 -0.9363 0.199 -2.119 0.279 0.22
C -0.3153 -1.2836 -0.1540 0.496 6.731 0.786 -0.36
C -0.5759 0.8784 -0.5376 0.846 0.817 0.046 0.00
C 0.4020 0.7097 0.5591 -1.033 0.243 0.169 0.06
Li 1.3564 2.1243 1.9601 -0.171 0.438 0.782 0.78
H 2.6787 1.9428 0.7739 0.659 -0.023 -0.490 0.17
H -0.1334 1.4129 -1.3923 -0.204 -0.033 -0.102 0.20
H -1.4853 1.4027 -0.2066 -0.022 0.018 -0.061 0.20
```
Forces are in eV/Å.